No. 1
This record from the Open Molecules 2025 dataset describes a 8-piece molecular cluster, C28H42N11 overall. The level of theory is wB97M-V/def2-TZVPD.

```
! RIJCOSX wB97M-V def2-TZVPD def2/J DEFGRID3
* xyz 1 1
H -3.554 -2.341 -1.394
C -0.373 0.466 -3.124
H 3.011 -0.423 -1.882
H -0.065 2.248 -1.621
C 2.975 4.385 -2.897
H 2.029 -1.608 -0.987
H -0.505 -5.911 1.820
H 2.869 5.486 -2.513
C 2.930 -0.190 4.233
C -1.084 0.897 3.170
H 2.263 0.662 4.396
H -5.646 -4.439 1.237
C -1.675 -0.904 -1.579
C -0.395 4.608 -0.370
N -1.242 -1.891 -3.986
H 3.586 0.029 3.386
H -1.983 0.965 3.918
H -2.275 5.373 0.351
C 3.909 -2.373 -1.708
H -2.701 -0.328 1.914
H 0.582 3.954 -3.355
H -0.730 1.969 0.798
C 6.250 -2.169 2.861
H -1.294 6.558 -0.544
H -0.697 1.988 2.978
H -1.552 -7.172 2.516
C 4.478 3.684 -2.957
C -1.013 -6.858 1.617
N -2.795 -6.545 -0.495
N 1.436 -2.476 3.709
C -1.987 -6.687 0.463
C -1.610 5.512 -0.505
H -0.294 1.646 -5.078
N -3.792 -4.489 3.987
H 6.747 -3.061 3.250
H 2.151 -1.711 -2.760
H 5.420 4.323 -2.624
H -0.853 -0.764 1.547
C -2.531 -2.120 -0.869
H -2.154 5.270 -1.422
C -5.480 5.922 2.153
H -3.973 -4.172 0.690
C 4.633 2.117 -3.478
H 5.261 -2.447 2.487
C 1.684 3.500 -3.397
H -2.648 -1.989 0.294
N -4.477 6.850 -0.269
N 0.612 3.858 -0.258
H -2.583 1.813 0.483
C -4.722 -3.890 1.436
H -4.920 -2.818 1.353
C -1.274 0.522 -0.878
H -0.959 -1.544 -4.933
C 2.695 -1.469 -1.843
C 0.460 1.040 -4.419
H -6.109 6.688 2.614
N 4.917 -3.123 -1.595
H 3.540 -0.340 5.127
C -1.593 1.170 0.593
H 3.486 0.142 -4.348
N -1.671 -3.388 -1.049
H -0.267 -7.617 1.366
C 3.303 1.243 -3.959
H -0.209 0.277 3.638
C -1.616 0.104 1.837
H -0.956 -3.406 -0.290
H -0.709 -2.752 -3.725
C -4.931 6.429 0.829
N -1.106 -0.887 -3.012
N -0.453 1.312 -1.873
C 6.114 -1.130 3.962
C -4.213 -4.217 2.830
H -4.655 5.683 2.831
H 5.702 1.604 -3.524
H 0.893 0.124 -5.015
H -2.269 -4.244 -1.053
N 6.001 -0.268 4.876
H -6.078 5.021 1.989
C 1.778 1.926 -3.933
H 6.841 -1.762 2.036
C 2.113 -1.439 3.946
*
```

Calculated values
E_HOMO ... -11.28 eV

Let us look at the Löwdin charges, expressed in e, one per atom: atom 1 (H): 0.14, atom 2 (C): -0.05, atom 3 (H): 0.05, atom 4 (H): 0.08, atom 5 (C): -0.05, atom 6 (H): 0.07, atom 7 (H): 0.07, atom 8 (H): 0.09, atom 9 (C): -0.10, atom 10 (C): -0.12, atom 11 (H): 0.07, atom 12 (H): 0.08, atom 13 (C): 0.00, atom 14 (C): -0.17, atom 15 (N): 0.08, atom 16 (H): 0.06, atom 17 (H): 0.09, atom 18 (H): 0.05, atom 19 (C): -0.20, atom 20 (H): 0.11, atom 21 (H): 0.09, atom 22 (H): 0.09, atom 23 (C): -0.07, atom 24 (H): 0.09, atom 25 (H): 0.08, atom 26 (H): 0.08, atom 27 (C): -0.04, atom 28 (C): -0.06, atom 29 (N): 0.09, atom 30 (N): 0.08, atom 31 (C): -0.19, atom 32 (C): -0.08, atom 33 (H): 0.13, atom 34 (N): 0.09, atom 35 (H): 0.08, atom 36 (H): 0.06, atom 37 (H): 0.10, atom 38 (H): 0.12, atom 39 (C): -0.19, atom 40 (H): 0.08, atom 41 (C): -0.07, atom 42 (H): 0.03, atom 43 (C): -0.05, atom 44 (H): 0.07, atom 45 (C): -0.06, atom 46 (H): 0.10, atom 47 (N): 0.10, atom 48 (N): 0.11, atom 49 (H): 0.13, atom 50 (C): -0.09, atom 51 (H): 0.07, atom 52 (C): -0.06, atom 53 (H): 0.12, atom 54 (C): -0.09, atom 55 (C): -0.10, atom 56 (H): 0.08, atom 57 (N): 0.09, atom 58 (H): 0.05, atom 59 (C): -0.16, atom 60 (H): 0.09, atom 61 (N): -0.04, atom 62 (H): 0.08, atom 63 (C): -0.04, atom 64 (H): 0.06, atom 65 (C): -0.24, atom 66 (H): 0.07, atom 67 (H): 0.12, atom 68 (C): -0.19, atom 69 (N): -0.08, atom 70 (N): 0.13, atom 71 (C): -0.20, atom 72 (C): -0.21, atom 73 (H): 0.08, atom 74 (H): 0.10, atom 75 (H): 0.12, atom 76 (H): 0.02, atom 77 (N): 0.10, atom 78 (H): 0.08, atom 79 (C): -0.15, atom 80 (H): 0.08, atom 81 (C): -0.22

---

No. 2
This record from the Open Molecules 2025 dataset describes C28H42N11O2Sm as an isolated structure. The level of theory is wB97M-V/def2-TZVPD.

```
! RIJCOSX wB97M-V def2-TZVPD def2/J DEFGRID3
* xyz 2 6
N -0.772 2.264 -3.554
H 3.167 2.412 -0.457
H 2.542 -2.790 -4.052
C -1.466 -4.334 0.854
N 3.107 0.081 -2.096
C -3.382 -2.609 2.114
C 4.410 -0.153 -1.312
H 1.510 3.517 3.379
C 1.855 2.592 2.972
N 1.205 2.186 -1.141
H -3.055 1.121 0.276
O -0.582 -0.063 -2.159
H -6.309 -1.649 3.439
C -4.214 -1.958 3.025
H -2.255 -1.776 -1.030
C -0.221 2.341 1.747
N 1.112 2.001 2.015
Sm 0.905 -0.405 -0.296
H -5.931 -3.287 2.683
H -5.556 -2.965 4.344
C 2.960 1.806 3.266
H 2.450 -0.409 -4.037
C -1.817 -0.697 2.000
C -1.661 0.231 -2.718
H -2.236 -2.560 -2.770
N 3.162 -1.739 0.138
H 1.737 -3.883 0.503
C -5.575 -2.477 3.347
H 4.816 -2.277 -1.126
H 3.330 -2.156 1.075
H 3.164 -2.862 -2.428
H 3.391 -0.252 2.443
N -1.299 -2.980 1.001
C -1.185 1.392 1.270
H -2.215 0.785 3.445
C -2.550 -0.181 3.095
H -1.606 6.195 0.893
C -2.176 -2.058 1.633
N 1.173 -2.342 -2.473
H 5.193 -1.194 0.285
N -0.904 0.009 1.321
H 0.161 4.441 2.099
H 4.453 0.742 -0.642
H 0.639 2.260 -2.025
C 3.040 1.503 -2.588
C 2.837 0.673 2.424
H -2.828 1.491 -3.753
H -0.109 1.851 -4.234
C -3.707 -0.811 3.612
H -2.416 -4.864 1.059
N 1.786 0.807 1.593
C -0.260 -4.907 0.536
C -2.101 5.597 1.693
H -4.179 -0.323 4.406
H 2.799 3.411 -1.834
H 5.250 -0.219 -2.041
H 3.722 2.013 3.972
C 3.069 -0.857 -3.259
C 2.614 2.437 -1.433
C -2.386 1.883 0.710
H -1.633 5.910 2.636
C -1.869 4.139 1.499
C -2.747 -1.862 -2.037
H -3.753 3.603 0.710
N 0.079 -2.685 0.840
C 4.452 -1.410 -0.521
C 0.663 -3.853 0.554
H 4.015 1.780 -3.000
H 2.357 1.602 -3.419
H 0.847 2.925 -0.557
C 2.503 -2.274 -3.031
H -1.123 3.087 -4.056
N -1.842 1.328 -3.476
H -3.772 -3.546 1.715
H -3.171 5.785 1.664
H 0.010 -5.974 0.420
H 0.461 -1.944 -3.137
H 4.075 -0.955 -3.632
H -3.770 -2.127 -1.854
C -0.557 3.677 1.844
H 0.976 -3.323 -2.305
O -2.791 -0.543 -2.678
H 2.764 -2.580 -0.345
C -2.782 3.235 0.953
*
```

Calculated values
E_HOMO (alpha / beta) ... -11.32 / -11.34 eV
Relative energy (zero: lowest compared OMol25 entry of this formula, charge and spin) ... 8.4 kcal per mole

Let us look at the Löwdin charges, expressed in e, one per atom: atom 1 (N): 0.06, atom 2 (H): 0.12, atom 3 (H): 0.15, atom 4 (C): -0.04, atom 5 (N): -0.20, atom 6 (C): 0.01, atom 7 (C): -0.16, atom 8 (H): 0.13, atom 9 (C): -0.02, atom 10 (N): -0.04, atom 11 (H): 0.13, atom 12 (O): -0.15, atom 13 (H): 0.09, atom 14 (C): -0.29, atom 15 (H): 0.08, atom 16 (C): -0.18, atom 17 (N): -0.05, atom 18 (Sm): 1.72, atom 19 (H): 0.09, atom 20 (H): 0.09, atom 21 (C): 0.00, atom 22 (H): 0.12, atom 23 (C): -0.28, atom 24 (C): -0.50, atom 25 (H): 0.12, atom 26 (N): -0.07, atom 27 (H): 0.09, atom 28 (C): -0.05, atom 29 (H): 0.13, atom 30 (H): 0.10, atom 31 (H): 0.09, atom 32 (H): 0.10, atom 33 (N): -0.06, atom 34 (C): -0.28, atom 35 (H): 0.12, atom 36 (C): 0.01, atom 37 (H): 0.10, atom 38 (C): -0.13, atom 39 (N): -0.03, atom 40 (H): 0.14, atom 41 (N): -0.11, atom 42 (H): 0.12, atom 43 (H): 0.12, atom 44 (H): 0.06, atom 45 (C): -0.16, atom 46 (C): -0.11, atom 47 (H): 0.19, atom 48 (H): 0.11, atom 49 (C): -0.01, atom 50 (H): 0.14, atom 51 (N): -0.08, atom 52 (C): -0.04, atom 53 (C): -0.05, atom 54 (H): 0.10, atom 55 (H): 0.11, atom 56 (H): 0.14, atom 57 (H): 0.10, atom 58 (C): -0.16, atom 59 (C): -0.23, atom 60 (C): 0.01, atom 61 (H): 0.09, atom 62 (C): -0.26, atom 63 (C): 0.02, atom 64 (H): 0.11, atom 65 (N): -0.01, atom 66 (C): -0.23, atom 67 (C): -0.18, atom 68 (H): 0.13, atom 69 (H): 0.11, atom 70 (H): 0.08, atom 71 (C): -0.26, atom 72 (H): 0.12, atom 73 (N): 0.04, atom 74 (H): 0.11, atom 75 (H): 0.08, atom 76 (H): 0.13, atom 77 (H): 0.10, atom 78 (H): 0.12, atom 79 (H): 0.10, atom 80 (C): 0.01, atom 81 (H): 0.09, atom 82 (O): -0.03, atom 83 (H): 0.04, atom 84 (C): 0.00

---

No. 3
This record from the Open Molecules 2025 dataset describes an isolated ion of composition C28H42N3O3 and charge +1. The level of theory is wB97M-V/def2-TZVPD.

```
! RIJCOSX wB97M-V def2-TZVPD def2/J DEFGRID3
* xyz 1 1
H -0.063 -3.429 -0.481
H -7.272 0.114 3.176
C -6.878 0.027 2.175
H 2.904 -1.089 -1.700
C 2.754 2.550 1.798
H 2.193 4.747 0.164
H -1.901 0.753 -4.284
H -0.406 -0.186 -4.009
H -7.368 1.201 -0.952
C 3.690 2.165 0.644
H 1.254 -0.487 -1.904
C 3.558 3.186 -0.500
H 2.888 -2.442 2.501
H 3.760 -3.959 2.221
H -3.556 -2.039 1.285
H 3.720 2.684 -1.455
H -0.607 4.025 0.233
C -7.440 0.756 1.141
H -5.369 -1.382 2.739
H -0.562 1.597 -2.500
C -1.806 1.660 0.625
C 4.933 -3.259 -0.029
H 0.811 3.478 1.929
H 0.097 -0.641 0.828
C -5.866 -0.210 -0.390
C 1.288 2.664 1.360
C -1.068 2.049 -0.477
C 2.184 3.869 -0.497
C -1.502 -0.229 -4.015
H -1.805 2.263 1.520
C 1.454 -1.889 -0.276
H 0.641 -2.919 -2.012
H -0.522 -1.892 -1.182
C -0.192 3.273 -0.454
H 4.998 -2.985 -1.079
H 4.654 -2.451 2.487
C -2.618 -0.281 -0.548
H 5.840 -2.921 0.468
H 4.864 -4.344 0.056
C 3.764 -2.884 2.036
C -5.296 -0.939 0.644
C -1.894 0.131 -1.693
C 3.446 0.744 0.181
C 2.015 -0.737 -1.165
C 2.501 -3.006 -0.063
C -2.569 0.500 0.593
H 2.042 -3.810 0.518
H -1.824 -0.963 -4.751
H 1.666 -0.803 1.608
O -2.014 -0.678 -2.784
C -6.931 0.637 -0.141
N 1.174 2.908 -0.077
C -1.119 1.274 -1.634
H 0.742 1.744 1.585
O -3.297 -1.447 -0.684
H 4.330 3.948 -0.396
H -8.273 1.414 1.334
N 3.768 -2.616 0.593
H 4.716 2.170 1.024
H -0.160 3.708 -1.455
H 2.842 1.829 2.611
C 0.309 -2.572 -1.036
H 0.505 -2.140 1.650
H 3.933 -1.512 0.465
H 3.100 3.511 2.181
H -5.471 -0.312 -1.390
H -4.522 -2.838 0.025
H 1.953 4.218 -1.504
H -3.145 0.230 1.463
C -4.141 -1.871 0.369
N 2.339 0.509 -0.502
C 0.907 -1.335 1.040
O 4.288 -0.133 0.450
C -5.807 -0.814 1.929
H 2.743 -3.414 -1.047
H 1.699 1.328 -0.580
*
```

Calculated values
SMILES ... COc1cc(CN2CCC(C(=O)NCC(C)(C)C[NH+](C)C)CC2)ccc1OCc1ccccc1
E_HOMO ... -10.50 eV
Relative energy (zero: lowest compared OMol25 entry of this formula, charge and spin) ... 0.0 kcal per mole

Let us look at the natural (NBO) charges, expressed in e, one per atom: atom 1 (H): 0.22, atom 2 (H): 0.22, atom 3 (C): -0.19, atom 4 (H): 0.20, atom 5 (C): -0.41, atom 6 (H): 0.18, atom 7 (H): 0.19, atom 8 (H): 0.16, atom 9 (H): 0.22, atom 10 (C): -0.30, atom 11 (H): 0.23, atom 12 (C): -0.40, atom 13 (H): 0.23, atom 14 (H): 0.22, atom 15 (H): 0.18, atom 16 (H): 0.21, atom 17 (H): 0.19, atom 18 (C): -0.21, atom 19 (H): 0.21, atom 20 (H): 0.22, atom 21 (C): -0.22, atom 22 (C): -0.41, atom 23 (H): 0.19, atom 24 (H): 0.24, atom 25 (C): -0.24, atom 26 (C): -0.24, atom 27 (C): -0.05, atom 28 (C): -0.22, atom 29 (C): -0.25, atom 30 (H): 0.22, atom 31 (C): -0.06, atom 32 (H): 0.21, atom 33 (H): 0.24, atom 34 (C): -0.22, atom 35 (H): 0.23, atom 36 (H): 0.23, atom 37 (C): 0.25, atom 38 (H): 0.23, atom 39 (H): 0.22, atom 40 (C): -0.42, atom 41 (C): 0.02, atom 42 (C): 0.33, atom 43 (C): 0.73, atom 44 (C): -0.23, atom 45 (C): -0.21, atom 46 (C): -0.28, atom 47 (H): 0.22, atom 48 (H): 0.21, atom 49 (H): 0.20, atom 50 (O): -0.50, atom 51 (C): -0.19, atom 52 (N): -0.48, atom 53 (C): -0.33, atom 54 (H): 0.21, atom 55 (O): -0.48, atom 56 (H): 0.23, atom 57 (H): 0.22, atom 58 (N): -0.42, atom 59 (H): 0.25, atom 60 (H): 0.21, atom 61 (H): 0.23, atom 62 (C): -0.61, atom 63 (H): 0.22, atom 64 (H): 0.48, atom 65 (H): 0.22, atom 66 (H): 0.22, atom 67 (H): 0.22, atom 68 (H): 0.22, atom 69 (H): 0.23, atom 70 (C): -0.10, atom 71 (N): -0.63, atom 72 (C): -0.63, atom 73 (O): -0.70, atom 74 (C): -0.25, atom 75 (H): 0.22, atom 76 (H): 0.46

---

No. 4
This record from the Open Molecules 2025 dataset describes C28H42NO2PtSi as an isolated structure. The level of theory is wB97M-V/def2-TZVPD.

```
! RIJCOSX wB97M-V def2-TZVPD def2/J DEFGRID3
* xyz -1 3
C -0.546 1.585 -1.594
H 3.108 -1.225 0.089
H -1.571 4.865 2.895
H -1.064 -2.183 3.834
C -3.110 1.422 3.871
H 0.456 0.084 -2.939
C -1.989 3.901 3.184
C 1.602 -0.735 1.651
H 5.072 -5.279 -6.430
C -1.830 2.818 2.330
H -2.695 -2.767 0.290
H 2.005 -5.031 -6.571
H 1.548 -3.184 -3.682
H 2.933 -6.453 -7.081
H 3.532 -3.754 -2.521
H -2.092 -0.976 4.638
C -1.891 -2.365 0.919
H -1.696 -1.455 -2.486
C 2.342 -0.542 0.458
H 0.074 2.471 -1.665
H 1.184 2.542 1.009
C -2.675 3.750 4.396
H 0.622 -3.433 -0.013
H -1.141 -1.919 0.244
O 0.347 -3.669 -2.066
H 3.109 -2.503 -1.292
H -3.799 2.390 5.660
N -2.029 0.443 1.907
H -1.404 -3.209 1.428
C -2.330 1.538 2.674
H 1.313 -1.867 -2.469
C 3.991 -7.051 -4.511
Pt -0.597 0.571 0.410
C 2.065 0.729 -0.082
H 4.135 -3.856 -5.945
C -2.082 -1.772 3.883
C 4.547 -4.806 -5.591
H 4.010 -6.310 -2.438
C 3.305 -6.522 -3.257
H -3.571 0.467 4.139
H -4.905 -2.129 1.975
C -2.402 0.218 -1.167
C 1.487 -2.961 -2.603
C 1.256 1.465 0.885
H 2.468 -5.482 -1.254
C -1.885 1.570 -0.992
H 5.258 -4.622 -4.779
H -1.287 2.917 1.386
C -1.499 -0.484 -2.036
H 0.576 0.826 2.956
H 2.459 -7.131 -2.907
H -2.413 2.423 -0.586
H 5.080 -7.103 -4.446
Si -2.633 -1.202 2.194
H 2.452 1.147 -1.009
H 1.589 -1.631 2.268
H -2.767 -2.569 4.209
H 3.562 -7.969 -4.915
H -3.390 -0.112 -0.868
C 0.934 0.506 1.979
C 2.289 -4.474 -0.844
C 2.760 -3.391 -1.840
H 2.780 -4.394 0.134
O 2.818 -5.296 -3.899
C -4.487 -1.111 2.003
H -2.776 4.591 5.082
C 0.780 -4.205 -0.795
H 1.633 -6.630 -5.863
C -3.246 2.511 4.724
H -4.952 -0.570 2.837
C -0.371 0.324 -2.278
H 0.176 -5.091 -0.548
H -4.759 -0.595 1.072
C 3.448 -5.735 -5.133
C 2.434 -5.978 -6.226
*
```

Calculated values
E_HOMO (alpha / beta) ... -2.05 / -3.47 eV
Relative energy (zero: lowest compared OMol25 entry of this formula, charge and spin) ... 0.0 kcal per mole

Let us look at the Löwdin charges, expressed in e, one per atom: atom 1 (C): -0.24, atom 2 (H): 0.07, atom 3 (H): 0.09, atom 4 (H): 0.03, atom 5 (C): -0.08, atom 6 (H): 0.07, atom 7 (C): -0.12, atom 8 (C): -0.15, atom 9 (H): 0.09, atom 10 (C): -0.08, atom 11 (H): 0.03, atom 12 (H): 0.09, atom 13 (H): 0.11, atom 14 (H): 0.09, atom 15 (H): 0.09, atom 16 (H): 0.02, atom 17 (C): -0.19, atom 18 (H): 0.09, atom 19 (C): -0.18, atom 20 (H): 0.09, atom 21 (H): 0.09, atom 22 (C): -0.15, atom 23 (H): 0.10, atom 24 (H): -0.01, atom 25 (O): -0.14, atom 26 (H): 0.07, atom 27 (H): 0.09, atom 28 (N): -0.22, atom 29 (H): 0.02, atom 30 (C): -0.36, atom 31 (H): 0.10, atom 32 (C): -0.08, atom 33 (Pt): 1.09, atom 34 (C): -0.17, atom 35 (H): 0.09, atom 36 (C): -0.18, atom 37 (C): -0.02, atom 38 (H): 0.12, atom 39 (C): -0.17, atom 40 (H): 0.06, atom 41 (H): 0.02, atom 42 (C): -0.21, atom 43 (C): -0.18, atom 44 (C): -0.31, atom 45 (H): 0.07, atom 46 (C): -0.27, atom 47 (H): 0.09, atom 48 (H): 0.07, atom 49 (C): -0.17, atom 50 (H): 0.09, atom 51 (H): 0.12, atom 52 (H): 0.09, atom 53 (H): 0.11, atom 54 (Si): 0.39, atom 55 (H): 0.09, atom 56 (H): 0.08, atom 57 (H): 0.03, atom 58 (H): 0.11, atom 59 (H): 0.08, atom 60 (C): -0.27, atom 61 (C): -0.15, atom 62 (C): -0.16, atom 63 (H): 0.11, atom 64 (O): -0.11, atom 65 (C): -0.18, atom 66 (H): 0.08, atom 67 (C): -0.20, atom 68 (H): 0.09, atom 69 (C): -0.13, atom 70 (H): 0.02, atom 71 (C): -0.19, atom 72 (H): 0.12, atom 73 (H): 0.03, atom 74 (C): -0.58, atom 75 (C): -0.02